Record 1
# C4H14O3

A cluster of 3 separate species, C4H14O3 in total in a non-equilibrium geometry (ωB97M-V/def2-TZVPD, OMol25).

Positions of all 21 atoms, in Å:
1 C 0.584 2.294 -0.579
2 C 0.028 0.802 -0.911
3 C 0.608 -0.206 -0.017
4 C 1.568 -1.210 -0.620
5 O -0.349 -0.978 0.603
6 H 0.285 2.741 0.329
7 H 0.456 2.975 -1.456
8 H 1.634 2.349 -0.439
9 H -1.020 0.793 -0.894
10 H 0.110 0.537 -1.967
11 H 1.148 0.460 0.634
12 H 2.199 -1.573 0.136
13 H 0.953 -1.864 -1.183
14 H 2.162 -0.585 -1.452
15 H -0.836 -0.608 1.348
16 H -2.687 1.698 0.846
17 H -3.767 0.650 0.739
18 O -2.803 0.743 0.942
19 H 0.230 -2.295 1.465
20 H -0.601 -3.487 0.936
21 O 0.097 -3.234 1.540

Results
Lowest unoccupied orbital energy (alpha / beta): -3.26 / -9.97 eV
Energy above the lowest of the compared OMol25 structures with the same formula, charge and spin: 247.1 kJ/mol
2S+1: 2
Gap between HOMO and LUMO (alpha / beta): 12.4 / 5.6 eV
Max |F|: 5.042 eV/A
<S²>: 0.755
Net charge: +1

Record 2
# C4H14Si3

A cluster of 2 separate species, C4H14Si3 in total in a non-equilibrium geometry (ωB97M-V/def2-TZVPD, OMol25).

Positions of all 21 atoms, in Å:
1 C -1.763 2.511 -0.781
2 C -1.989 -0.785 -0.793
3 C 2.291 1.950 0.154
4 C 1.816 -0.899 0.029
5 Si -0.621 -3.670 2.133
6 Si -0.907 0.838 -1.027
7 Si 0.829 0.701 0.270
8 H -2.485 2.482 0.105
9 H -1.110 3.318 -0.639
10 H -2.278 2.790 -1.808
11 H -1.350 -1.555 -0.920
12 H -2.438 -0.768 0.139
13 H -2.772 -0.934 -1.556
14 H 2.970 1.753 -0.730
15 H 1.963 2.920 -0.024
16 H 2.923 2.073 1.049
17 H 1.004 -1.628 -0.092
18 H 2.502 -0.969 -0.780
19 H 2.094 -1.274 0.959
20 H 0.322 -3.186 3.140
21 H -0.359 -2.811 0.978

Results
Lowest unoccupied orbital energy (alpha / beta): -0.37 / -1.93 eV
Energy above the lowest of the compared OMol25 structures with the same formula, charge and spin: 21.1 kJ/mol
2S+1: 3
Gap between HOMO and LUMO (alpha / beta): 6.9 / 5.4 eV
Max |F|: 4.297 eV/A
<S²>: 2.001
Net charge: 0

Record 3
# C4H15CdNO5

A structure of composition C4H15CdNO5 in a non-equilibrium geometry (ωB97M-V/def2-TZVPD, OMol25).

Positions of all 26 atoms, in Å:
1 Cd -2.751 -0.934 0.718
2 O -0.997 -3.202 1.371
3 H -0.128 -3.591 1.588
4 O -2.773 -1.012 -2.060
5 H -2.133 -0.488 -2.581
6 O -5.053 -2.566 1.935
7 H -5.350 -2.582 2.866
8 O -4.330 1.294 1.231
9 H -4.189 1.884 1.997
10 C 0.225 1.853 -1.578
11 C 0.984 0.840 -0.699
12 C 2.413 1.252 -0.431
13 O 3.184 0.376 0.419
14 C 3.265 -1.016 0.164
15 N 0.262 0.689 0.578
16 H 0.440 2.922 -1.559
17 H -0.851 1.740 -1.446
18 H 0.534 1.622 -2.597
19 H 0.945 -0.172 -1.104
20 H 2.369 2.182 0.136
21 H 2.963 1.380 -1.363
22 H 2.240 -1.321 0.375
23 H 3.916 -1.632 0.784
24 H 3.544 -1.327 -0.842
25 H 0.408 1.637 0.897
26 H 0.864 0.172 1.202

Results
Lowest unoccupied orbital energy: 4.51 eV
Energy above the lowest of the compared OMol25 structures with the same formula, charge and spin: 495.5 kJ/mol
Gap between HOMO and LUMO: 5.1 eV
Max |F|: 2.077 eV/A
Net charge: -2

Record 4
# C4H15N2O

A cluster of 3 separate species, C4H15N2O in total in a non-equilibrium geometry (ωB97M-V/def2-TZVPD, OMol25).

Positions of all 22 atoms, in Å:
1 N -0.588 -1.660 -0.070
2 C 0.829 -1.507 -0.145
3 C 1.214 -0.313 0.914
4 N 0.191 0.887 1.020
5 C -0.231 1.321 -0.281
6 C 0.801 1.954 1.777
7 H -4.428 0.210 -0.960
8 H -0.926 -2.559 0.263
9 H -4.713 0.792 -1.283
10 H 1.116 -1.120 -1.155
11 H 1.381 -2.448 -0.028
12 H 2.210 0.088 0.634
13 H 1.275 -0.673 1.950
14 H 0.613 1.690 -0.891
15 H -1.100 1.967 -0.306
16 H -0.527 0.375 -0.650
17 H 1.693 2.419 1.263
18 H 1.125 1.537 2.753
19 H 0.082 2.756 1.988
20 H -1.100 -1.093 -1.459
21 H -1.620 -1.273 -3.134
22 O -0.998 -0.749 -2.403

Results
Lowest unoccupied orbital energy: -8.87 eV
Energy above the lowest of the compared OMol25 structures with the same formula, charge and spin: 858.6 kJ/mol
Gap between HOMO and LUMO: 4.8 eV
Max |F|: 4.469 eV/A
Net charge: +1

Record 5
# C4H15N2O

A cluster of 2 separate species, C4H15N2O in total in a non-equilibrium geometry (ωB97M-V/def2-TZVPD, OMol25).

Positions of all 22 atoms, in Å:
1 C -1.726 1.466 0.200
2 C -0.674 0.432 -0.128
3 C 0.165 0.650 -1.409
4 C 1.278 -0.319 -1.736
5 N 2.294 -0.636 -0.727
6 N 0.329 0.347 0.979
7 H -1.367 2.467 0.421
8 H -2.098 1.063 1.169
9 H -2.592 1.358 -0.447
10 H -1.093 -0.553 -0.352
11 H -0.499 0.766 -2.266
12 H 0.668 1.634 -1.497
13 H 1.716 0.048 -2.665
14 H 0.874 -1.295 -2.020
15 H 3.206 -0.278 -0.961
16 H 2.398 -1.548 -0.326
17 H -0.106 -0.276 1.693
18 H 0.423 1.238 1.465
19 H 1.226 -0.035 0.623
20 H -2.084 -1.614 2.931
21 H -1.687 -2.314 1.636
22 O -1.469 -1.543 2.177

Results
Lowest unoccupied orbital energy: -2.83 eV
Energy above the lowest of the compared OMol25 structures with the same formula, charge and spin: 66.2 kJ/mol
Gap between HOMO and LUMO: 10.7 eV
Max |F|: 2.984 eV/A
Net charge: +1

Record 6
# C4H15N2O

A cluster of 2 separate species, C4H15N2O in total in a non-equilibrium geometry (ωB97M-V/def2-TZVPD, OMol25).

Positions of all 22 atoms, in Å:
1 N -1.023 -0.580 0.733
2 C -0.238 0.517 0.003
3 C -0.571 0.498 -1.482
4 C 1.261 0.443 0.336
5 N 1.942 -0.602 -0.433
6 C 3.359 -0.606 -0.465
7 H -2.017 -0.273 0.639
8 H -1.075 -1.578 0.501
9 H -0.785 -0.608 1.727
10 H -0.699 1.413 0.351
11 H -0.312 1.503 -1.830
12 H -1.617 0.333 -1.722
13 H 0.054 -0.145 -2.104
14 H 1.810 1.369 0.164
15 H 1.338 0.143 1.387
16 H 1.527 -1.526 -0.459
17 H 3.693 0.309 -0.963
18 H 3.906 -0.598 0.488
19 H 3.740 -1.386 -1.097
20 H -3.905 1.120 1.634
21 H -4.055 -0.416 1.298
22 O -3.798 0.451 0.946

Results
Lowest unoccupied orbital energy (alpha / beta): -7.25 / -11.85 eV
Energy above the lowest of the compared OMol25 structures with the same formula, charge and spin: 75.5 kJ/mol
2S+1: 2
Gap between HOMO and LUMO (alpha / beta): 11.9 / 7.3 eV
Max |F|: 2.160 eV/A
<S²>: 0.754
Net charge: +2

Record 7
# C4H15N2O2

A cluster of 2 separate species, C4H15N2O2 in total in a non-equilibrium geometry (ωB97M-V/def2-TZVPD, OMol25).

Positions of all 23 atoms, in Å:
1 N -1.029 0.926 -2.156
2 C -2.218 0.926 -1.246
3 C -1.722 0.859 0.225
4 N -0.358 1.298 0.345
5 C 0.717 0.409 0.620
6 C 1.889 0.426 -0.401
7 O 1.707 1.585 -1.245
8 H -0.529 0.041 -2.061
9 H -0.353 1.615 -1.807
10 H -1.310 1.025 -3.129
11 H -2.748 1.828 -1.428
12 H -2.821 0.058 -1.471
13 H -2.364 1.570 0.764
14 H -2.025 -0.042 0.761
15 H -0.265 2.238 0.685
16 H 1.123 0.540 1.618
17 H 0.448 -0.645 0.772
18 H 1.871 -0.434 -1.072
19 H 2.832 0.510 0.132
20 H 2.525 1.749 -1.722
21 H 1.276 -5.092 4.560
22 H 1.867 -5.514 3.221
23 O 1.488 -5.876 4.037

Results
Lowest unoccupied orbital energy: -3.26 eV
Energy above the lowest of the compared OMol25 structures with the same formula, charge and spin: 199.5 kJ/mol
Gap between HOMO and LUMO: 9.9 eV
Max |F|: 1.941 eV/A
Net charge: +1

Record 8
# C4H15N2O2

A cluster of 2 separate species, C4H15N2O2 in total in a non-equilibrium geometry (ωB97M-V/def2-TZVPD, OMol25).

Positions of all 23 atoms, in Å:
1 N 0.358 1.352 -1.729
2 C -0.962 1.184 -0.871
3 C -0.670 1.734 0.555
4 N 0.728 1.304 1.004
5 C 0.885 -0.141 1.304
6 C 1.568 -0.934 0.123
7 O 0.588 -1.419 -0.826
8 H 1.123 1.412 -1.038
9 H 0.460 2.191 -2.375
10 H 0.247 0.596 -2.372
11 H -1.792 1.507 -1.350
12 H -1.238 0.185 -0.900
13 H -0.531 2.868 0.501
14 H -1.488 1.532 1.268
15 H 1.031 1.648 1.964
16 H 1.649 -0.265 2.126
17 H -0.040 -0.625 1.622
18 H 2.156 -1.820 0.519
19 H 2.293 -0.284 -0.399
20 H 0.074 -2.158 -0.450
21 H -1.671 -3.605 1.041
22 H -2.814 -3.277 -0.045
23 O -1.953 -2.986 0.327

Results
Lowest unoccupied orbital energy: -2.97 eV
Energy above the lowest of the compared OMol25 structures with the same formula, charge and spin: 227.7 kJ/mol
Gap between HOMO and LUMO: 10.4 eV
Max |F|: 4.020 eV/A
Net charge: +1

Record 9
# C4H15N3O

A cluster of 2 separate species, C4H15N3O in total in a non-equilibrium geometry (ωB97M-V/def2-TZVPD, OMol25).

Positions of all 23 atoms, in Å:
1 C -0.816 1.703 0.483
2 N -0.459 2.469 1.679
3 C -0.505 0.220 0.543
4 C -1.331 -0.573 1.545
5 N -0.516 -0.298 -0.826
6 C -0.113 -1.710 -0.933
7 N 1.048 -1.911 -1.792
8 H -1.878 1.842 0.290
9 H -0.279 2.190 -0.336
10 H -0.936 2.123 2.496
11 H 0.548 2.514 1.797
12 H 0.564 0.124 0.763
13 H -2.135 -1.085 1.001
14 H -0.717 -1.297 2.085
15 H -1.911 0.043 2.241
16 H -1.453 -0.182 -1.216
17 H -0.931 -2.334 -1.297
18 H 0.185 -2.102 0.043
19 H 0.831 -1.605 -2.732
20 H 1.894 -1.483 -1.432
21 H 2.775 0.043 -0.822
22 H 2.769 0.781 -2.152
23 O 3.369 0.527 -1.429

Results
Lowest unoccupied orbital energy (alpha / beta): 3.86 / 3.66 eV
Energy above the lowest of the compared OMol25 structures with the same formula, charge and spin: 42.3 kJ/mol
2S+1: 2
Gap between HOMO and LUMO (alpha / beta): 2.7 / 9.1 eV
Max |F|: 1.299 eV/A
<S²>: 0.751
Net charge: -1

Record 10
# C4H15N4

The ion C4H15N4 with charge +1 in a non-equilibrium geometry (ωB97M-V/def2-TZVPD, OMol25).

Positions of all 23 atoms, in Å:
1 C 0.692 0.999 1.703
2 C -0.732 -0.894 1.550
3 C 0.027 -0.901 -1.526
4 C -0.426 0.273 -0.593
5 N 1.265 -1.565 -1.029
6 N 0.508 1.576 -1.287
7 N -1.760 0.529 -0.536
8 N 0.214 -0.020 0.763
9 H 0.286 2.036 1.743
10 H 0.783 0.704 2.687
11 H 1.719 1.254 1.350
12 H -1.544 -0.320 1.845
13 H -1.052 -1.789 0.904
14 H -0.209 -1.260 2.396
15 H 0.060 -0.377 -2.583
16 H -0.641 -1.729 -1.449
17 H 1.940 -0.874 -1.328
18 H 1.383 -2.381 -1.639
19 H -0.015 2.416 -1.503
20 H 1.227 1.736 -0.619
21 H -2.417 0.246 -1.290
22 H -2.149 1.179 0.088
23 H 0.841 -0.837 0.353

Results
SMILES: C[NH+](C)C(N)(N)CN
Lowest unoccupied orbital energy: -2.62 eV
Energy above the lowest of the compared OMol25 structures with the same formula, charge and spin: 339.4 kJ/mol
Gap between HOMO and LUMO: 10.7 eV
Max |F|: 4.932 eV/A
Net charge: +1

Question: net charge of number 3 (C4H15CdNO5)?
Answer: -2

Question: What is the formula in the eighth record?
Answer: C4H15N2O2

Question: Look up the max |F| of the ninth one.
Answer: 1.299 eV/A

Question: Which value of max |F| does entry 2 give?
Answer: 4.297 eV/A